(1)
Formula: C5H7NO
Source: the OMol25 dataset
Level of theory: ωB97M-V/def2-TZVPD

Geometry as XYZ:
```
14
Properties=species:S:1:pos:R:3
O -1.43 -2.89 -0.76
C -1.92 -1.57 -0.88
C -0.93 -0.61 -0.39
C -0.01 0.02 0.07
C 1.16 0.60 0.69
C 1.68 1.94 0.31
N 1.08 1.73 1.62
H -0.50 -2.89 -1.01
H -2.20 -1.34 -1.91
H -2.83 -1.53 -0.27
H 1.88 -0.16 0.99
H 1.13 2.50 -0.44
H 2.75 2.10 0.32
H 0.13 2.09 1.65
```

Relative energy (zero: lowest compared OMol25 entry of this formula, charge and spin) = 329.6 kJ/mol
Molar mass = 97.12 g mol⁻¹
Charge = 0
Spin multiplicity = 1
SMILES = OCC#C[C@H]1CN1
Energy = -324.5989 hartree
HOMO = -9.269 eV



(2)
Formula: C5H7NO
Source: the OMol25 dataset
Level of theory: ωB97M-V/def2-TZVPD

Geometry as XYZ:
```
14
Properties=species:S:1:pos:R:3
O 1.70 -0.63 -1.08
C 1.10 -0.21 0.12
C 0.39 1.12 0.22
C -1.05 0.93 -0.09
C -1.28 -0.50 -0.52
C -0.24 -0.80 0.57
N -0.54 0.56 1.25
H 2.64 -0.75 -0.91
H 1.79 -0.28 0.97
H 0.83 2.11 0.29
H -1.71 1.79 -0.19
H -1.08 -0.79 -1.55
H -2.28 -0.83 -0.21
H -0.28 -1.72 1.14
```

Relative energy (zero: lowest compared OMol25 entry of this formula, charge and spin) = 284.4 kJ/mol
Molar mass = 97.12 g mol⁻¹
Charge = 0
Spin multiplicity = 1
Energy = -324.6161 hartree
HOMO = -9.613 eV



(3)
Formula: C5H7NO
Source: the OMol25 dataset
Level of theory: ωB97M-V/def2-TZVPD

Geometry as XYZ:
```
14
Properties=species:S:1:pos:R:3
C -1.32 0.21 -0.48
C -0.34 0.79 0.68
C -0.32 -0.92 -0.23
C 1.06 -0.49 -0.58
C 0.87 0.84 0.07
H -2.13 -0.24 -0.14
H -1.30 0.83 -1.40
H -0.46 1.78 1.34
H 0.36 -1.23 1.62
H -0.74 -1.89 -0.28
H 1.29 -0.49 -1.72
H 1.42 1.71 -0.42
N -0.34 -0.68 1.20
O 1.95 -0.22 0.34
```

Relative energy (zero: lowest compared OMol25 entry of this formula, charge and spin) = 577.8 kJ/mol
Molar mass = 97.12 g mol⁻¹
Charge = 0
Spin multiplicity = 1
Energy = -324.5044 hartree
HOMO = -9.002 eV



(4)
Formula: C5H7NO
Source: the OMol25 dataset
Level of theory: ωB97M-V/def2-TZVPD

Geometry as XYZ:
```
14
Properties=species:S:1:pos:R:3
C 0.56 1.75 -0.17
C -0.21 0.46 -0.40
C 0.54 -0.75 -0.90
C 0.20 -1.80 -0.16
N -0.69 -1.44 0.86
C -0.88 -0.07 0.88
O -1.47 0.55 1.73
H 1.00 2.11 -1.11
H 1.38 1.62 0.55
H -0.11 2.52 0.21
H -1.04 0.67 -1.08
H 1.21 -0.75 -1.76
H 0.50 -2.84 -0.26
H -0.98 -2.03 1.62
```

Relative energy (zero: lowest compared OMol25 entry of this formula, charge and spin) = 9.3 kJ/mol
Molar mass = 97.12 g mol⁻¹
Charge = 0
Spin multiplicity = 1
SMILES = C[C@H]1C=CNC1=O
Energy = -324.7209 hartree
HOMO = -8.688 eV



(5)
Formula: C5H7NO2
Source: the OMol25 dataset
Level of theory: ωB97M-V/def2-TZVPD

Geometry as XYZ:
```
15
Properties=species:S:1:pos:R:3
C -0.26 0.81 -0.79
C -0.67 0.46 0.57
C 0.63 0.37 1.37
C 0.82 -0.92 0.58
C 0.61 -0.42 -0.89
H -0.81 0.92 -2.66
H 0.30 1.69 -0.92
H -1.53 0.83 1.14
H 1.40 0.97 1.15
H 0.43 0.17 2.44
H 1.42 -1.79 0.80
H -1.23 -1.54 0.05
N -0.74 -0.99 0.70
O -1.32 0.58 -1.73
O 0.96 -1.13 -1.81
```

Relative energy (zero: lowest compared OMol25 entry of this formula, charge and spin) = 325.8 kJ/mol
Molar mass = 113.12 g mol⁻¹
Charge = 0
Spin multiplicity = 1
Energy = -399.8415 hartree
HOMO = -8.841 eV



(6)
Formula: C5H7NO2
Source: the OMol25 dataset
Level of theory: ωB97M-V/def2-TZVPD

Geometry as XYZ:
```
15
Properties=species:S:1:pos:R:3
C 1.45 -0.22 0.37
C 0.12 -0.58 -0.29
C -2.09 -0.57 -0.02
C -1.99 0.76 -0.29
C 0.07 0.64 0.56
H 3.47 -0.21 0.00
H 2.54 0.21 -1.31
H 1.60 -0.64 1.33
H 0.07 -0.38 -1.37
H -2.99 -1.08 0.11
H -2.90 1.38 -0.37
H -0.15 0.42 1.62
N 2.63 0.24 -0.34
O -0.99 -1.47 0.01
O -0.85 1.51 -0.01
```

Relative energy (zero: lowest compared OMol25 entry of this formula, charge and spin) = 461.0 kJ/mol
Molar mass = 113.12 g mol⁻¹
Charge = 0
Spin multiplicity = 1
SMILES = NC1[C@H]2OC=CO[C@H]12
Energy = -399.7900 hartree
HOMO = -8.267 eV



(7)
Formula: C5H7NO2
Source: the OMol25 dataset
Level of theory: ωB97M-V/def2-TZVPD

Geometry as XYZ:
```
15
Properties=species:S:1:pos:R:3
C 0.53 -1.59 0.02
C 1.79 0.83 0.01
C 0.39 -0.12 0.05
C -0.57 0.70 0.37
C -2.93 0.43 -0.20
O 2.88 0.04 0.10
N -1.96 -0.05 0.43
O 1.88 2.02 -0.18
H 3.68 0.57 -0.02
H -0.62 1.77 0.32
H -0.40 -2.05 0.36
H 1.35 -1.91 0.66
H 0.75 -1.93 -1.00
H -2.87 1.31 -0.86
H -3.92 -0.02 -0.06
```

Relative energy (zero: lowest compared OMol25 entry of this formula, charge and spin) = 181.1 kJ/mol
Molar mass = 113.12 g mol⁻¹
Charge = 0
Spin multiplicity = 1
SMILES = C=N/C=C(\C)C(=O)O
Energy = -399.8966 hartree
HOMO = -9.435 eV



(8)
Formula: C5H7NO2
Source: the OMol25 dataset
Level of theory: ωB97M-V/def2-TZVPD

Geometry as XYZ:
```
15
Properties=species:S:1:pos:R:3
C -1.65 1.00 0.75
C -1.49 0.95 -0.62
C -0.50 -1.18 -0.57
O -1.33 1.34 -1.68
N -1.36 -1.80 -1.03
H -1.84 2.01 1.11
H -0.53 0.48 1.26
H -2.37 0.27 1.11
C 1.90 -0.17 -0.55
C 0.94 -0.84 0.42
O 0.60 -0.17 1.49
H 1.19 -1.89 0.61
H 1.54 0.81 -0.84
H 2.06 -0.78 -1.44
H 2.86 -0.04 -0.03
```

Relative energy (zero: lowest compared OMol25 entry of this formula, charge and spin) = 353.4 kJ/mol
Molar mass = 113.12 g mol⁻¹
Charge = 0
Spin multiplicity = 1
Energy = -399.8310 hartree
HOMO = -9.613 eV